Molecular formula: C6H13NO
Method: DFT, ωB97M-V with the def2-TZVPD basis set

Its HOMO energy (spin up / spin down) is -0.2571 / -0.2618 Ha. The relative energy (zero: lowest compared OMol25 entry of this formula, charge and spin) is 167.4 kcal per mole. The HOMO-LUMO gap (spin up / spin down) comes out at 0.2604 / 0.2703 hartree. The calculation puts the largest force on an atom at 0.1256 Eh/bohr. The calculation puts the LUMO energy (spin up / spin down) at 0.1 / 0.2 eV.

Each line ends with the Mulliken charge.
CARTESIAN COORDINATES (ANGSTROEM)
C 0.0821 -0.8208 -0.5928  -0.25
C 1.3148 -0.5683 0.9538  -0.60
C -2.1203 -0.0075 1.2549  -0.94
C 0.4209 -1.0075 -2.0345  -1.39
N -1.2896 0.7227 0.3265  -0.34
C 0.0994 0.5459 0.0478  0.96
C 0.7543 1.6396 -0.5598  -1.19
O 2.0745 0.3728 1.6848  -0.46
H 1.7198 1.2741 1.5539  0.42
H -1.6376 1.6285 0.0374  0.20
H -0.6382 -1.5478 -0.2192  0.35
H 0.8054 -1.1876 1.6984  0.32
H 2.0754 -1.2229 0.5033  0.35
H -2.3858 -0.9817 0.8321  0.26
H -3.0690 0.5175 1.3841  0.36
H -1.6201 -0.1610 2.2168  0.26
H 1.2369 -0.3558 -2.3609  0.31
H -0.4403 -0.7774 -2.6730  0.33
H 0.6738 -2.0600 -2.2129  0.39
H 1.7738 1.5199 -0.9128  0.40
H 0.1696 2.4773 -0.9279  0.26



Molecular formula: C10H28O8
Method: DFT, ωB97M-V with the def2-TZVPD basis set

Its HOMO energy is -0.0206 Ha. The HOMO-LUMO gap comes out at 0.2171 hartree. The total charge is -2. The calculation puts the largest force on an atom at 0.0282 Eh/bohr. The calculation puts the LUMO energy at 5.3 eV.

Each line ends with the Mulliken charge.
CARTESIAN COORDINATES (ANGSTROEM)
C -0.5666 -1.0851 -1.5323  0.38
O 0.1111 -1.4394 -2.5589  -0.92
O -1.2661 0.0129 -1.5484  -0.87
O -0.5932 -1.8657 -0.4748  -0.88
C 0.8937 -4.1690 3.4799  -1.39
C 0.4009 -3.0485 2.5731  0.19
O 0.7918 -3.3420 1.2495  -0.58
H 0.6840 -3.8979 4.5210  0.38
H 1.9846 -4.2087 3.4036  0.31
H 0.4443 -5.1197 3.2043  0.33
H 0.8390 -2.0974 2.9022  0.08
H -0.6908 -2.9730 2.6274  0.26
H 0.2629 -2.7687 0.6258  0.53
C 5.0315 -0.8707 -0.9676  -1.32
C 3.6434 -1.4789 -0.8367  0.50
O 2.9912 -1.3337 -2.0785  -0.53
H 5.5778 -0.8427 -0.0162  0.37
H 4.9228 0.1917 -1.2117  0.31
H 5.6188 -1.3769 -1.7321  0.30
H 3.0754 -0.9529 -0.0584  -0.14
H 3.7197 -2.5257 -0.5032  0.22
H 2.0275 -1.5093 -1.9767  0.32
C 0.9286 0.9224 1.2319  -1.00
C -0.5564 0.9030 1.5860  -0.01
O -1.0729 -0.4188 1.7652  -0.57
H 1.4906 0.1677 1.7803  0.22
H 1.3289 1.9108 1.4924  0.46
H 1.0517 0.7804 0.1561  0.23
H -1.1656 1.3847 0.8226  -0.14
H -0.6900 1.3832 2.5661  0.38
H -0.8772 -0.9007 0.9087  0.46
C -1.7418 4.9284 -1.2266  -1.38
C -1.8680 3.4948 -0.7649  0.33
O -0.8601 2.7460 -1.4081  -0.52
H -0.7237 5.2540 -0.9847  0.31
H -2.4040 5.6083 -0.6813  0.38
H -1.8824 5.0560 -2.3006  0.32
H -2.8472 3.0367 -0.9486  0.15
H -1.7555 3.4991 0.3358  0.17
H -0.9701 1.7875 -1.1980  0.19
C -4.5193 0.9150 -2.2169  -0.69
O -3.7586 0.7799 -1.0443  -0.45
H -5.2585 1.7160 -2.0985  0.25
H -3.8899 1.1289 -3.0883  0.27
H -5.0455 -0.0252 -2.4452  0.26
H -2.8170 0.6435 -1.3303  0.52



Molecular formula: H2I3P2
Method: DFT, ωB97M-V with the def2-TZVPD basis set

Its HOMO energy is -0.5110 Ha. The relative energy (zero: lowest compared OMol25 entry of this formula, charge and spin) is 19.3 kcal per mole. The HOMO-LUMO gap comes out at 0.2506 hartree. The total charge is +1. The calculation puts the largest force on an atom at 0.0509 Eh/bohr. The calculation puts the LUMO energy at -7.1 eV.

Each line ends with the Mulliken charge.
CARTESIAN COORDINATES (ANGSTROEM)
P 1.5476 0.7202 0.1681  0.03
P -0.6694 0.1252 0.1862  -0.13
I -1.2279 -2.6894 0.0245  0.22
I -1.7888 1.0030 2.0946  0.30
I -1.6193 1.0257 -1.8868  0.29
H 2.1468 -0.4227 0.5634  0.15
H 1.6110 0.2380 -1.1499  0.14



Molecular formula: C13H29N2O2
Method: DFT, ωB97M-V with the def2-TZVPD basis set

Its HOMO energy is -0.4311 Ha. The relative energy (zero: lowest compared OMol25 entry of this formula, charge and spin) is 0.0 kcal per mole. The HOMO-LUMO gap comes out at 0.3015 hartree. The total charge is +1. The calculation puts the largest force on an atom at 0.0130 Eh/bohr. The calculation puts the LUMO energy at -3.5 eV.

Each line ends with the Mulliken charge.
CARTESIAN COORDINATES (ANGSTROEM)
C -4.3464 2.5880 0.1720  -1.14
C -3.8093 2.3231 -1.2390  -0.49
C -2.2818 2.1799 -1.3430  -0.69
C -1.7972 0.7306 -1.3998  -0.63
C -2.1810 -0.1388 -0.2007  -0.79
C -1.7801 0.4424 1.1314  0.64
C -0.2928 0.6172 1.4471  -0.21
C -0.4245 1.1595 2.8765  -0.75
C -1.6434 0.3977 3.4089  0.34
O -2.0087 0.3611 4.5412  -0.53
N -2.2983 -0.2835 2.3129  -0.50
H -5.2909 3.1298 0.1315  0.39
H -3.6486 3.1942 0.7533  0.30
H -4.5327 1.6650 0.7239  0.25
H -4.1314 3.1367 -1.8895  0.37
H -4.2804 1.4182 -1.6346  0.33
H -1.7975 2.7043 -0.5126  0.32
H -1.9318 2.6782 -2.2497  0.44
H -2.2091 0.2625 -2.2980  0.44
H -0.7066 0.7185 -1.5135  0.09
H -1.6830 -1.1108 -0.3197  0.23
H -3.2540 -0.3427 -0.2034  0.34
H -2.2083 1.4435 1.2540  -0.18
H 0.2702 1.2319 0.7462  0.40
H 0.1534 -0.3832 1.5395  0.02
H 0.4430 1.0202 3.5191  0.39
H -0.6377 2.2322 2.8742  0.28
H -1.9240 -1.2339 2.3308  0.34
C 4.7106 -2.6730 -0.4923  -1.47
C 4.2401 -1.2308 -0.5141  0.03
C 2.7862 -1.0091 -0.0954  -0.61
O 1.9156 -1.4741 -1.1011  -0.36
C 1.3348 -2.7701 -0.9104  -0.75
N 4.3001 -0.7227 -1.9414  -0.26
H 4.2151 -3.2723 -1.2578  0.40
H 5.7876 -2.7410 -0.6482  0.44
H 4.4879 -3.1147 0.4773  0.36
H 4.9071 -0.6009 0.0742  0.42
H 2.5972 0.0626 0.0146  0.32
H 2.5921 -1.4797 0.8703  0.53
H 1.2359 -2.9943 0.1526  0.35
H 1.9280 -3.5485 -1.3924  0.29
H 0.3468 -2.7462 -1.3628  0.25
H 5.1521 -1.0081 -2.4244  0.36
H 4.2223 0.2946 -1.9896  0.36
H 3.4734 -1.1137 -2.4180  0.34



Molecular formula: C27H44BrCrNOP2
Method: DFT, ωB97M-V with the def2-TZVPD basis set

Its HOMO energy (spin up / spin down) is -0.4978 / -0.4966 Ha. The relative energy (zero: lowest compared OMol25 entry of this formula, charge and spin) is 27.2 kcal per mole. The HOMO-LUMO gap (spin up / spin down) comes out at 0.2430 / 0.1496 hartree. As for the multiplicity: 5. The total charge is +2. The calculation puts the largest force on an atom at 0.0748 Eh/bohr. As for the expectation value of S²: 6.1080. The calculation puts the LUMO energy (spin up / spin down) at -6.9 / -9.4 eV.

Each line ends with the Mulliken spin population.
CARTESIAN COORDINATES (ANGSTROEM)
C 0.8174 -3.9568 4.1408  -0.01
C 0.6086 -4.4530 2.8324  -0.15
C 0.3224 -5.8255 2.6830  0.02
C 0.2566 -6.6270 3.8329  0.00
N 0.4367 -6.1364 5.0613  0.00
C 0.7064 -4.8422 5.2251  0.00
C 0.6656 -3.5723 1.7067  0.31
C 1.0651 -2.3398 1.3986  -0.51
C 1.4638 -1.0074 1.6180  0.04
C 0.5988 -0.1225 2.3071  -0.14
C 0.5798 1.2164 1.9513  0.04
C 1.4383 1.6722 0.9369  -0.05
C 2.5134 0.8743 0.5181  0.03
C 2.5430 -0.4652 0.8763  0.00
Cr 0.0997 -3.1046 -0.0630  3.43
P -2.1719 1.4364 -0.6066  0.52
H 0.1562 -6.2679 1.7033  0.01
H 1.0473 -2.9086 4.3169  0.00
H 0.0407 -7.6975 3.7450  0.00
H 0.8376 -4.4723 6.2470  0.00
H 3.3418 -1.1144 0.5231  0.00
H -0.1210 -0.5068 3.0299  -0.02
H 3.2737 1.2857 -0.1467  0.00
H -0.1411 1.8957 2.3937  0.01
C -2.3338 2.7675 -1.8895  0.05
C -3.7179 3.0629 -2.4595  0.03
H -1.6536 2.4630 -2.7022  0.01
H -1.8971 3.6743 -1.4428  0.00
H -3.6417 3.9321 -3.1256  0.00
H -4.1040 2.2287 -3.0589  0.00
H -4.4526 3.3137 -1.6841  0.00
C -3.7192 0.4401 -0.7581  0.07
C -3.9725 -0.4819 0.4387  0.00
H -3.5870 -0.1705 -1.6661  0.00
H -4.5711 1.1096 -0.9402  0.03
H -4.4984 -1.3785 0.0910  0.00
H -3.0387 -0.8092 0.9149  0.01
H -4.6080 -0.0061 1.1973  0.00
C -2.5143 2.3947 0.9352  0.09
C -3.8582 3.1115 1.0291  0.05
H -1.6883 3.1180 1.0185  0.00
H -2.3939 1.6843 1.7671  -0.01
H -3.9623 3.5164 2.0437  0.01
H -3.9208 3.9615 0.3390  0.00
H -4.7141 2.4462 0.8566  0.00
Br 1.0302 3.2179 0.0302  0.00
P 0.8844 -1.6597 -3.1850  0.04
C -0.7156 -0.7852 -2.8049  0.10
C -1.3160 -0.1947 -4.0748  0.00
H -0.5137 -0.0089 -2.0462  0.05
H -1.4092 -1.5144 -2.3572  -0.02
H -2.2702 0.3057 -3.8613  0.00
H -0.6530 0.5420 -4.5484  0.00
H -1.5128 -0.9858 -4.8103  0.00
C 2.0180 -0.1750 -3.0688  0.01
C 2.9554 -0.0889 -4.2717  0.00
H 2.6097 -0.2585 -2.1473  0.00
H 1.4058 0.7356 -2.9841  0.00
H 3.5030 0.8609 -4.2390  0.00
H 3.6953 -0.8990 -4.2548  0.00
H 2.4112 -0.1365 -5.2229  0.00
C 1.3481 -2.4599 -1.6102  -0.15
C 1.2111 -3.9936 -1.7433  -0.05
H 0.5161 -1.8307 -1.0096  0.10
H 2.3507 -2.1437 -1.3074  0.02
H 0.5786 -4.5102 -0.9514  0.02
H 0.7765 -4.2444 -2.7192  0.00
H 2.1960 -4.4656 -1.6972  0.01
C 2.8144 5.2844 2.2989  0.00
C 3.8877 4.4683 1.6167  0.00
O 3.8123 3.1390 2.1358  0.00
H 1.8212 4.8625 2.1221  0.00
H 2.8276 6.3165 1.9434  0.00
H 2.9943 5.2864 3.3783  0.00
H 3.7374 4.4483 0.5284  0.00
H 4.8725 4.8924 1.8615  0.00
H 4.6013 2.6560 1.8644  0.00



Number 4 is which compound? C13H29N2O2